Below is a cluster of 10 separate species, C51H128F9N9O23S3 in total, with properties calculated with wB97M-V/def2-TZVPD.

LUMO energy: -10.4 eV
electronic energy: -172352.0115 eV
net charge: +6

Atoms and positions in Å:
C1 -0.188 -5.794 -1.766
O1 -0.406 -6.989 -2.552
C2 0.785 -7.294 -3.344
C3 0.499 -8.649 -4.093
N1 -0.567 -8.613 -5.307
H1 -0.617 -9.411 -5.923
H2 -1.484 -8.567 -4.884
C4 -0.378 -7.416 -6.307
C5 -1.249 -7.809 -7.530
O2 -2.623 -8.051 -7.140
C6 -3.357 -6.919 -6.766
H3 -1.106 -5.237 -1.582
H4 0.337 -5.073 -2.392
H5 0.473 -5.930 -0.910
H6 1.595 -7.458 -2.633
H7 1.101 -6.430 -3.929
H8 0.052 -9.305 -3.345
H9 1.383 -9.125 -4.516
H10 0.692 -7.369 -6.512
H11 -0.701 -6.517 -5.782
H12 -0.735 -8.631 -8.027
H13 -1.273 -7.008 -8.270
H14 -2.892 -6.619 -5.826
H15 -4.391 -7.250 -6.674
H16 -3.191 -6.099 -7.465
C7 5.938 -4.874 0.092
O3 6.375 -3.748 0.695
C8 5.363 -3.183 1.591
C9 5.956 -1.996 2.382
N2 7.172 -2.481 3.189
H17 7.988 -2.669 2.624
H18 7.447 -1.610 3.620
C10 6.930 -3.677 4.198
C11 8.039 -3.676 5.325
O4 9.289 -3.912 4.631
C12 10.136 -4.808 5.278
H19 6.750 -5.433 -0.372
H20 5.409 -4.537 -0.800
H21 5.373 -5.621 0.648
H22 4.973 -3.988 2.214
H23 4.464 -2.862 1.064
H24 5.256 -1.581 3.107
H25 6.432 -1.178 1.841
H26 7.069 -4.569 3.588
H27 5.973 -3.469 4.678
H28 7.858 -4.400 6.119
H29 8.192 -2.688 5.758
H30 10.281 -4.399 6.277
H31 11.152 -4.930 4.902
H32 9.639 -5.757 5.480
C13 3.305 7.650 5.575
O5 2.538 8.394 4.632
C14 1.245 7.815 4.335
C15 1.149 7.374 2.836
N3 2.347 6.534 2.357
H33 3.267 6.926 2.500
H34 2.371 5.752 2.995
C16 2.208 5.906 0.916
C17 2.745 6.879 -0.135
O6 3.844 7.497 0.365
C18 4.426 8.513 -0.473
H35 3.499 6.664 5.155
H36 2.656 7.630 6.451
H37 4.304 7.982 5.856
H38 0.394 8.381 4.713
H39 1.095 6.873 4.861
H40 1.012 8.270 2.230
H41 0.248 6.802 2.616
H42 1.246 5.431 0.727
H43 2.857 5.046 1.081
H44 1.918 7.521 -0.439
H45 3.033 6.337 -1.036
H46 3.842 9.366 -0.818
H47 4.977 8.016 -1.271
H48 5.179 9.056 0.099
C19 -7.714 -6.865 1.345
O7 -6.885 -6.059 2.059
C20 -6.216 -5.029 1.188
C21 -6.920 -3.686 0.878
N4 -7.469 -2.815 2.095
H49 -7.938 -2.028 1.669
H50 -8.168 -3.320 2.621
C22 -6.378 -2.093 2.949
C23 -6.786 -1.783 4.405
O8 -8.011 -1.084 4.458
C24 -8.773 -1.374 5.611
H51 -7.247 -7.523 0.611
H52 -8.560 -6.406 0.833
H53 -8.041 -7.527 2.146
H54 -5.746 -5.519 0.336
H55 -5.262 -4.871 1.692
H56 -7.812 -3.944 0.307
H57 -6.294 -2.996 0.312
H58 -6.011 -1.219 2.411
H59 -5.508 -2.751 2.952
H60 -6.071 -1.207 4.993
H61 -6.824 -2.680 5.024
H62 -9.630 -0.701 5.572
H63 -8.238 -1.340 6.560
H64 -9.290 -2.317 5.432
C25 0.066 3.980 -5.061
O9 0.828 3.396 -6.076
C26 1.134 4.349 -7.037
C27 1.923 3.674 -8.159
N5 1.161 2.485 -8.757
H65 1.036 1.767 -8.058
H66 0.308 2.839 -9.164
C28 2.026 1.784 -9.898
C29 1.056 0.953 -10.706
O10 0.107 1.917 -11.162
C30 -0.999 1.339 -11.840
H67 -1.005 4.075 -5.238
H68 0.484 4.953 -4.801
H69 0.216 3.393 -4.154
H70 1.753 5.154 -6.643
H71 0.229 4.853 -7.376
H72 2.822 3.257 -7.706
H73 2.187 4.267 -9.034
H74 2.841 1.262 -9.397
H75 2.516 2.582 -10.457
H76 0.658 0.127 -10.117
H77 1.539 0.512 -11.577
H78 -1.746 2.091 -12.095
H79 -1.451 0.617 -11.159
H80 -0.666 0.842 -12.751
C31 6.800 7.392 2.525
O11 6.956 6.059 2.145
C32 8.352 5.819 1.957
C33 8.474 4.296 1.714
N6 7.494 3.761 0.715
H81 7.858 2.826 0.599
H82 6.522 3.657 0.968
C34 7.402 4.420 -0.718
C35 6.641 3.602 -1.777
O12 5.639 2.812 -1.180
C36 4.680 2.253 -2.046
H83 6.956 7.434 3.602
H84 5.775 7.641 2.249
H85 7.453 7.973 1.873
H86 8.965 6.020 2.836
H87 8.936 6.346 1.203
H88 8.378 3.716 2.632
H89 9.492 4.301 1.327
H90 8.355 4.762 -1.121
H91 7.035 5.440 -0.615
H92 7.303 3.073 -2.462
H93 6.135 4.255 -2.488
H94 5.049 1.902 -3.009
H95 4.133 3.132 -2.386
H96 4.085 1.594 -1.414
C37 -4.091 4.052 2.978
O13 -3.199 3.576 3.996
C38 -3.552 3.833 5.349
C39 -2.434 3.540 6.301
N7 -1.710 2.192 6.017
H97 -1.866 1.841 5.083
H98 -0.707 2.124 6.119
C40 -1.995 0.966 6.934
C41 -1.052 -0.255 6.749
O14 0.301 0.148 6.877
C42 1.150 -0.556 6.044
H99 -5.091 3.677 3.197
H100 -3.699 3.750 2.007
H101 -4.106 5.142 2.958
H102 -4.415 3.232 5.635
H103 -3.854 4.877 5.439
H104 -2.894 3.439 7.284
H105 -1.761 4.398 6.281
H106 -3.044 0.741 6.741
H107 -1.721 1.297 7.936
H108 -1.365 -0.533 5.742
H109 -1.422 -0.911 7.537
H110 2.085 -0.181 6.460
H111 0.923 -0.312 5.006
H112 1.177 -1.646 6.055
C43 -6.561 4.614 -5.434
O15 -5.958 3.382 -5.075
C44 -5.585 3.211 -3.720
C45 -4.809 1.911 -3.643
N8 -5.819 0.866 -4.179
H113 -6.532 0.608 -3.512
H114 -6.242 1.309 -4.983
C46 -5.327 -0.529 -4.630
C47 -4.301 -0.580 -5.798
O16 -4.745 0.427 -6.761
C48 -3.990 0.491 -7.995
H115 -5.824 5.411 -5.532
H116 -7.405 4.772 -4.762
H117 -6.890 4.429 -6.456
H118 -6.524 3.079 -3.182
H119 -4.999 4.067 -3.386
H120 -4.697 1.609 -2.602
H121 -3.905 1.924 -4.252
H122 -6.287 -0.928 -4.958
H123 -5.053 -0.961 -3.667
H124 -4.214 -1.539 -6.308
H125 -3.312 -0.400 -5.377
H126 -2.918 0.311 -7.912
H127 -4.062 1.428 -8.547
H128 -4.347 -0.316 -8.636
C49 -2.643 -5.452 5.529
F1 -1.483 -5.094 5.072
F2 -3.401 -4.417 5.759
F3 -3.302 -6.311 4.724
S1 -2.380 -6.346 7.240
O17 -1.954 -7.747 6.930
O18 -1.447 -5.426 7.918
N9 -3.932 -6.560 7.894
S2 -4.073 -5.404 8.830
O19 -3.275 -5.462 10.057
O20 -4.049 -4.084 8.231
C50 -5.925 -5.688 9.287
F4 -6.672 -6.147 8.239
F5 -5.886 -6.781 10.070
F6 -6.428 -4.624 9.961
C51 0.371 -0.787 0.797
F7 0.675 -1.101 -0.516
F8 0.188 -1.921 1.467
F9 1.360 -0.141 1.332
S3 -1.273 0.252 0.908
O21 -2.321 -0.640 0.383
O22 -1.377 0.499 2.370
O23 -1.140 1.526 0.151